Computed, not measured: a molecular structure, C39H46N8O5STi, with ωB97M-V/def2-TZVPD.

XYZ file:
```
100
Properties=species:S:1:pos:R:3:mulliken_charge:R:1
Ti 0.664 0.720 0.178 0.445
S -0.750 -0.796 -7.142 -0.577
O -0.450 4.713 0.311 -0.749
O 1.777 2.128 1.095 -0.605
O 0.881 -3.362 -1.812 -0.624
O 1.829 4.185 1.966 -0.732
O -0.268 2.557 -0.284 -0.613
N 0.454 1.569 -6.947 -0.485
N 1.991 -0.393 0.200 0.555
N -0.480 -3.168 0.016 0.119
N -0.084 -5.258 -1.053 0.224
N 0.446 0.508 -2.004 1.496
N 0.050 0.186 2.194 0.825
N -1.780 -3.059 1.883 -0.219
N -1.672 0.317 0.264 0.974
C -0.361 -0.568 -3.994 -1.040
C -3.887 0.474 -0.643 -1.139
C -4.465 0.257 0.622 0.488
C 0.156 0.452 -4.840 0.774
C -2.209 0.188 1.517 -0.586
C -6.403 1.366 1.739 -1.647
C -2.509 0.496 -0.751 -0.948
C 3.358 -2.271 0.891 0.861
C 4.082 0.730 -1.337 -1.228
C 0.077 3.615 0.359 0.611
C -1.362 -5.224 0.923 -1.288
C -0.636 -0.130 4.909 0.675
C 5.470 -1.225 -0.594 -0.663
C 0.145 -3.853 -0.983 -0.097
C -0.798 -5.895 -0.104 -0.014
C -1.606 -0.022 3.953 -0.211
C 5.650 -2.410 0.111 -0.812
C -6.351 -1.127 1.516 -1.646
C -3.612 0.124 1.690 -0.322
C 4.263 -0.548 -0.574 1.023
C -0.194 -0.501 -2.639 -0.835
C 0.536 -5.962 -2.161 -0.964
C -5.976 0.198 0.840 2.119
C 0.721 -0.089 4.475 -1.213
C 0.991 0.084 3.140 -0.991
C 4.590 -2.912 0.848 -0.826
C -1.270 0.122 2.578 -0.615
C -1.178 -3.799 0.922 0.958
C -2.437 -0.318 6.687 -2.139
C 2.244 -2.871 1.706 -0.929
C 3.167 -1.067 0.169 -0.315
C -6.749 0.297 -0.476 -2.235
C -0.285 -1.528 6.948 -1.695
C 0.856 1.489 -4.153 -1.178
C -0.028 0.449 -6.242 0.354
C 1.333 3.342 1.245 0.587
C -0.939 -0.253 6.396 2.186
C -0.358 0.967 7.126 -1.649
C 0.959 1.476 -2.788 -1.114
H -5.920 1.310 2.716 0.306
H -0.560 -1.292 -1.997 0.482
H -6.477 -0.507 -1.161 0.419
H -0.822 1.886 6.764 0.358
H 1.375 -2.217 1.721 -0.671
H 5.038 1.090 -1.721 0.422
H -0.491 -1.626 8.018 0.462
H 4.713 -3.834 1.411 0.398
H 2.009 0.159 2.777 0.614
H -2.050 -3.504 2.741 0.249
H -2.053 0.682 -1.713 0.542
H 0.393 -7.033 -2.023 0.315
H -7.822 0.227 -0.275 0.454
H -4.475 0.628 -1.535 0.470
H 0.094 -5.648 -3.106 0.301
H 1.339 2.297 -4.686 0.299
H -0.676 -2.412 6.439 0.348
H 3.408 0.581 -2.184 0.214
H 6.602 -2.929 0.085 0.355
H 0.307 2.451 -6.473 0.165
H -7.434 -1.184 1.661 0.452
H -6.039 -1.974 0.901 0.352
H -6.126 2.320 1.288 0.367
H 2.570 -3.056 2.734 0.484
H -2.650 -0.025 4.231 0.396
H 1.598 -5.728 -2.198 0.297
H -1.531 -2.078 1.936 0.082
H 6.290 -0.809 -1.172 0.345
H -4.009 -0.019 2.686 0.315
H 1.926 -3.830 1.285 0.286
H -0.532 0.886 8.203 0.446
H -0.886 -1.403 -4.435 0.433
H -0.888 -6.968 -0.218 0.308
H -6.563 1.248 -0.979 0.386
H -2.905 -1.171 6.188 0.398
H -2.949 0.589 6.361 0.386
H 3.636 1.499 -0.702 0.089
H 1.546 -0.154 5.169 0.473
H 1.468 2.283 -2.273 0.407
H -5.872 -1.229 2.490 0.307
H -7.487 1.354 1.890 0.447
H 0.715 1.053 6.957 0.347
H 0.078 1.579 -7.883 0.240
H -2.597 -0.427 7.763 0.434
H 0.796 -1.514 6.809 0.308
H -1.939 -5.729 1.682 0.378
```

Output
Charge ... -2
Multiplicity ... 3
Electronic energy ... -97306.0553 eV
LUMO (alpha / beta) ... 3.6 / 3.6 eV



Computed, not measured: a molecular structure, C39H47AsFIrNPSb, with ωB97M-V/def2-TZVPD.

XYZ file:
```
92
Properties=species:S:1:pos:R:3:mulliken_charge:R:1
Ir 0.458 0.102 -0.725 0.042
Sb 1.935 1.719 0.524 -0.164
As -1.042 1.909 -1.323 0.666
P 1.693 -2.746 -2.027 1.485
F -1.526 -1.389 4.937 -0.344
N 0.859 -1.429 -1.691 0.357
C 1.468 -4.877 -3.793 -0.387
C 1.535 -4.823 -0.145 -0.331
C -0.304 -0.215 1.154 -0.433
C -2.481 2.883 -4.603 -0.304
C 5.657 -1.795 -4.114 -0.497
C -0.878 0.690 2.059 0.634
C -0.172 3.464 -2.128 -1.170
C 5.628 -2.785 -3.149 -0.839
C 0.792 -3.889 -3.076 -0.051
C 3.310 -1.392 -3.796 -0.518
C -2.952 2.095 -3.556 0.491
C 2.078 4.733 1.149 -1.414
C 4.545 1.095 -0.859 -1.007
C 1.803 -5.385 1.094 -0.773
C 1.143 3.542 1.331 -0.124
C -4.286 2.229 -3.166 -0.374
C -0.556 -1.939 2.870 -0.702
C -1.294 0.303 3.329 -1.121
C -2.058 1.137 -2.845 -1.280
C 2.759 0.809 2.265 -0.102
C -2.459 2.751 -0.312 -1.423
C 2.938 -2.957 0.409 0.122
C 2.104 -3.605 -0.491 -0.287
C -0.632 -5.681 -4.630 -0.496
C -3.315 3.792 -5.235 -0.700
C -5.119 3.139 -3.798 -0.642
C -1.127 -1.010 3.708 0.264
C 0.751 -5.771 -4.567 -0.719
C 3.680 2.311 -0.544 -0.873
C -0.148 -1.542 1.605 0.139
C 2.640 -4.734 1.989 -0.657
C 3.279 -2.394 -2.822 0.380
C 3.797 1.689 2.943 -1.185
C -0.594 -3.799 -3.142 -0.414
C 4.431 -3.094 -2.509 0.014
C 3.211 -3.512 1.645 -0.848
C 4.498 -1.104 -4.441 -0.661
C -1.305 -4.698 -3.923 -0.682
C -4.636 3.925 -4.829 -0.461
H 4.165 1.209 3.850 0.450
H -6.153 3.227 -3.490 0.402
H -1.190 -6.382 -5.238 0.396
H 0.319 4.033 -1.339 0.288
H -1.103 -3.024 -2.582 0.343
H 4.657 1.880 2.299 0.260
H 4.871 0.607 0.063 0.248
H -1.300 0.729 -3.519 0.579
H -5.289 4.631 -5.324 0.398
H 1.357 -6.334 1.360 0.442
H -3.120 3.278 -0.997 0.538
H -2.608 0.289 -2.428 0.548
H 0.957 3.330 2.387 0.659
H 3.373 2.653 3.231 0.279
H 3.035 4.570 1.644 0.303
H 0.574 3.127 -2.843 0.330
H 6.531 -3.322 -2.894 0.451
H 4.218 3.028 0.077 0.466
H 1.274 -6.537 -5.125 0.418
H 2.548 -4.940 -3.757 0.398
H 3.867 -3.004 2.340 0.449
H -0.887 4.116 -2.624 0.462
H 0.307 -2.281 0.953 0.026
H 2.852 -5.173 2.955 0.407
H -2.023 3.460 0.396 0.423
H 2.411 -0.840 -4.032 0.357
H 3.347 2.844 -1.435 0.541
H -3.019 1.999 0.237 0.388
H -4.675 1.606 -2.368 0.408
H -0.434 -2.962 3.204 0.522
H 3.165 -0.155 1.958 0.034
H -2.383 -4.631 -3.981 0.424
H 0.878 -5.333 -0.840 0.392
H 4.408 -3.860 -1.746 0.437
H 0.182 3.729 0.874 0.028
H 1.907 0.597 2.908 0.440
H 2.288 4.934 0.099 0.301
H 4.523 -0.331 -5.200 0.439
H 1.632 5.630 1.580 0.433
H 5.441 1.387 -1.410 0.472
H -2.937 4.391 -6.052 0.403
H 6.588 -1.560 -4.614 0.432
H 4.011 0.358 -1.458 0.151
H -1.455 2.772 -4.936 0.406
H -1.737 1.008 4.020 0.469
H -0.986 1.732 1.793 0.400
H 3.376 -2.003 0.131 0.550
```

Output
Charge ... +1
Electronic energy ... -124911.7721 eV
ΔE to the lowest compared entry with this formula, charge and spin ... 0.0 kJ/mol
LUMO ... -2.8 eV